Record 1
{"formula": "CH3FO2", "method": "ωB97M-V with the def2-TZVPD basis set", "symbols": ["O", "C", "O", "F", "H", "H", "H"], "positions_angstrom": [[-0.5720, -1.2442, 0.1658], [-0.2648, -0.1054, -0.2857], [1.3102, 0.4436, 0.1513], [-1.0959, 0.9041, 0.0864], [-0.7605, -1.0565, 1.1211], [0.0490, -0.2795, -1.3912], [1.3340, 1.3379, 0.1524]], "nbo_charge": [-0.638, 0.717, -0.839, -0.340, 0.491, 0.157, 0.452], "e_above_lowest_ev": 1.7372, "energy_ev": -7896.5200, "gap_ev": 11.43, "smiles": "OC(O)F", "largest_force_ha_per_bohr": 0.1484, "molar_mass_g_mol": 66.0, "spin_multiplicity": 1, "total_charge": 0}

Record 2
{"formula": "C22H31O3S2", "method": "ωB97M-V with the def2-TZVPD basis set", "symbols": ["O", "H", "C", "S", "O", "C", "H", "H", "H", "H", "H", "H", "C", "S", "O", "C", "H", "H", "H", "H", "H", "H", "C", "C", "C", "C", "C", "C", "H", "H", "H", "H", "H", "H", "C", "C", "C", "C", "C", "C", "H", "H", "H", "H", "H", "H", "C", "C", "C", "C", "C", "C", "H", "H", "H", "H", "H", "H"], "positions_angstrom": [[-1.1430, 0.4582, -1.6007], [-1.2640, 0.8652, -0.7867], [0.2980, 1.5472, -4.7927], [1.2300, 0.8562, -3.3867], [2.3990, 0.0642, -3.9997], [2.0500, 2.2962, -2.7917], [-0.0640, 0.8792, -5.5847], [0.7040, 2.4432, -5.3167], [-0.6500, 1.8992, -4.5057], [1.4740, 3.1652, -2.3467], [2.8060, 2.7262, -3.6517], [2.6960, 1.9602, -2.0817], [-1.4370, -2.5438, 0.4423], [-2.5040, -1.2428, 0.9283], [-3.9260, -1.7858, 1.1413], [-1.9940, -0.8948, 2.6173], [-0.3900, -2.1008, 0.2093], [-1.9430, -2.9338, -0.3167], [-1.5330, -3.3168, 1.1373], [-2.2870, -1.6958, 3.4023], [-2.6310, 0.0902, 2.9803], [-1.0090, -0.7328, 2.7403], [0.1050, -5.6548, -3.6297], [1.1430, -4.6108, -3.0797], [0.7250, -3.3148, -2.8367], [-0.5810, -2.9358, -3.1627], [-1.5180, -3.8278, -3.7807], [-1.0420, -5.2138, -4.1657], [0.5180, -6.6068, -3.6997], [2.1710, -4.9048, -2.6067], [1.5500, -2.5538, -2.4137], [-0.8560, -1.8628, -2.7857], [-2.3930, -3.3658, -4.0997], [-1.5810, -5.8178, -4.5537], [-1.1460, 4.0952, 2.9723], [-1.6340, 4.3322, 4.3953], [-2.7810, 3.7092, 4.7203], [-3.4130, 2.7622, 3.8783], [-3.0590, 2.6042, 2.5493], [-1.7960, 3.3842, 2.0773], [-0.1760, 4.5472, 2.7803], [-0.9860, 4.9742, 5.1103], [-3.1610, 3.7512, 5.7683], [-4.3240, 2.1232, 4.2523], [-3.5470, 1.9862, 1.7603], [-1.3910, 3.1162, 1.1503], [2.4690, 1.1152, 3.1333], [1.7740, 0.9852, 1.7653], [2.6160, 0.3472, 0.8113], [3.9520, 0.0642, 1.0913], [4.5910, 0.3582, 2.2183], [3.7650, 0.9972, 3.4083], [1.9190, 1.5152, 3.9583], [0.5980, 1.0812, 1.5423], [2.1870, 0.1042, -0.1007], [4.5350, -0.3848, 0.4273], [5.7040, 0.1692, 2.2893], [4.1810, 0.9312, 4.4173]], "nbo_charge": [-1.351, 0.387, -0.849, 1.326, -1.017, -0.835, 0.242, 0.205, 0.247, 0.238, 0.211, 0.225, -0.826, 1.278, -1.008, -0.833, 0.265, 0.242, 0.213, 0.220, 0.238, 0.208, -0.214, -0.217, -0.235, -0.232, -0.221, -0.196, 0.194, 0.206, 0.238, 0.291, 0.210, 0.164, -0.209, -0.214, -0.240, -0.245, -0.194, -0.223, 0.205, 0.218, 0.206, 0.219, 0.243, 0.230, -0.222, -0.215, -0.202, -0.249, -0.182, -0.240, 0.201, 0.254, 0.229, 0.203, 0.203, 0.213], "energy_ev": -51120.4590, "gap_ev": 6.08, "largest_force_ha_per_bohr": 0.2472, "molar_mass_g_mol": 407.6, "spin_multiplicity": 1, "total_charge": -1}

Record 3
{"formula": "C5H12N2", "method": "ωB97M-V with the def2-TZVPD basis set", "symbols": ["H", "N", "C", "C", "C", "H", "H", "H", "H", "H", "H", "H", "N", "C", "C", "H", "H", "H", "H"], "positions_angstrom": [[-1.7957, 2.1988, 0.6062], [-1.7161, 1.3214, 0.1011], [-1.3140, 0.2883, 0.7381], [-1.2640, -1.1133, -0.2776], [-0.1325, -2.1214, -0.2530], [-1.8781, -0.1158, 1.5898], [-2.1468, -1.5629, 0.1831], [-1.5797, -0.9373, -1.3105], [0.3000, -2.1612, 0.7492], [-0.4729, -3.1266, -0.5073], [0.6016, -1.8898, -1.0258], [0.6589, 1.7474, 1.5694], [0.7528, 0.7458, 1.3989], [1.3595, 0.4976, 0.2698], [1.6560, 1.4920, -0.7940], [1.8131, -0.4846, 0.1950], [0.7171, 1.8863, -1.1886], [2.2855, 2.2905, -0.3904], [2.1553, 1.0449, -1.6535]], "nbo_charge": [0.339, -0.716, 0.173, -0.441, -0.625, 0.173, 0.191, 0.207, 0.211, 0.213, 0.198, 0.339, -0.624, 0.187, -0.718, 0.179, 0.257, 0.234, 0.222], "e_above_lowest_ev": 3.8237, "energy_ev": -8356.3125, "gap_ev": 9.33, "smiles": "[H]/N=C/CC.[H]/N=C\\C", "largest_force_ha_per_bohr": 0.1169, "molar_mass_g_mol": 100.2, "spin_multiplicity": 1, "total_charge": 0}

Record 4
{"formula": "C12H17BrI2N3O2RhS", "method": "ωB97M-V with the def2-TZVPD basis set", "symbols": ["Rh", "C", "C", "N", "C", "C", "S", "C", "C", "N", "H", "H", "H", "H", "H", "H", "H", "H", "H", "H", "H", "H", "H", "H", "Br", "C", "C", "C", "C", "C", "N", "C", "O", "O", "H", "H", "H", "I", "I"], "positions_angstrom": [[0.1511, 0.4495, 0.3570], [-2.4105, 0.2242, -1.1034], [-2.0788, -1.1284, -0.5196], [-1.2348, -0.9729, 0.7109], [-2.0177, -0.8087, 1.9746], [-2.4850, 0.6199, 2.1901], [-1.1516, 1.7831, 1.7292], [-1.9205, 2.8199, 0.4212], [-1.3641, 2.4868, -0.9611], [-1.1572, 1.0231, -1.1045], [-3.1692, 0.7519, -0.5300], [-2.7945, 0.1104, -2.1173], [-1.4964, -1.7123, -1.2303], [-2.9799, -1.6920, -0.2744], [-0.6852, -1.8306, 0.7939], [-1.3728, -1.1225, 2.7886], [-2.8755, -1.4838, 1.9488], [-2.7103, 0.7799, 3.2435], [-3.3759, 0.8727, 1.6200], [-1.6918, 3.8536, 0.6741], [-3.0000, 2.7002, 0.4927], [-0.3966, 2.9653, -1.1148], [-2.0416, 2.8586, -1.7332], [-0.6484, 0.8451, -1.9734], [0.5953, 0.2470, 4.0867], [2.0463, 0.0643, 2.9070], [3.2993, -0.0666, 3.4843], [4.4036, -0.2118, 2.6663], [4.2186, -0.2317, 1.2916], [2.9442, -0.0995, 0.7978], [1.8486, 0.0600, 1.5831], [2.7078, -0.1255, -0.6875], [3.5872, -0.2287, -1.4820], [1.4125, -0.0235, -1.0284], [3.3920, -0.0541, 4.5603], [5.3911, -0.3112, 3.0966], [5.0339, -0.3467, 0.5907], [0.6932, -3.1526, -2.1601], [-1.4076, -4.1193, -3.4444]], "nbo_charge": [1.002, -0.255, -0.275, -0.458, -0.256, -0.546, 0.473, -0.553, -0.252, -0.531, 0.212, 0.261, 0.258, 0.247, 0.437, 0.248, 0.246, 0.281, 0.245, 0.283, 0.249, 0.241, 0.253, 0.441, 0.141, 0.157, -0.239, -0.084, -0.176, 0.086, -0.513, 0.728, -0.475, -0.732, 0.269, 0.264, 0.283, -0.027, 0.065], "e_above_lowest_ev": 1.2454, "energy_ev": -121358.5165, "gap_ev": 5.68, "largest_force_ha_per_bohr": 0.0090, "molar_mass_g_mol": 704.0, "spin_multiplicity": 1, "total_charge": 2}